The following is a quantum chemistry calculation of a single C36H33N3O4 molecule in a non-equilibrium geometry, from the Open Molecules 2025 dataset.

Summary:
Multiplicity: 1
Kohn-Sham gap in eV: 7.810
Electronic energy in Ha: -1856.8182
Highest occupied orbital energy in eV: -7.306
SMILES: COc1ccc(C2=C(/C=N/c3c(C)n(C)n(-c4ccccc4)c3=O)[C@@H](c3ccccc3C)c3ccccc3O2)cc1OC
Energy relative to the best compared isomer or geometry (same formula, charge and spin) in kcal per mole: 3.2

Each line ends with the Löwdin charge.
Element x y z (Å)
C1 -7.1695 -0.7694 -0.4111  -0.07
O1 -6.0606 -1.2943 0.2834  -0.06
C2 -4.9743 -0.5283 0.5748  -0.19
C3 -3.9009 -1.2447 1.0999  0.02
C4 -2.7164 -0.6370 1.4563  -0.03
C5 -2.5707 0.7345 1.2830  -0.15
C6 -1.3392 1.4439 1.6478  -0.14
C7 -0.0826 1.0130 1.3898  -0.08
C8 0.1694 -0.1789 0.6291  -0.07
N1 1.3229 -0.7404 0.6569  0.13
C9 1.5955 -1.8363 -0.1159  -0.15
C10 2.6762 -2.6579 0.0802  -0.20
C11 3.6523 -2.6435 1.1981  -0.01
N2 2.7574 -3.5830 -0.9274  -0.08
C12 3.2570 -4.9195 -0.7030  -0.02
N3 1.6263 -3.4208 -1.7242  0.05
C13 1.5401 -3.9973 -2.9961  -0.20
C14 0.2869 -4.3096 -3.5152  0.00
C15 0.1890 -4.8665 -4.7763  -0.07
C16 1.3279 -5.1316 -5.5188  -0.10
C17 2.5734 -4.8127 -5.0043  -0.09
C18 2.6856 -4.2383 -3.7520  -0.03
C19 0.8840 -2.3155 -1.2967  -0.36
O2 -0.1095 -1.9038 -1.8657  0.06
C20 1.1214 1.8285 1.8070  -0.15
C21 1.6976 2.5279 0.5846  -0.13
C22 0.8973 3.4497 -0.0784  -0.01
C23 1.3573 4.1345 -1.1867  -0.08
C24 2.6399 3.8997 -1.6473  -0.09
C25 3.4404 2.9801 -0.9959  -0.05
C26 2.9907 2.2844 0.1197  -0.21
C27 3.8901 1.2809 0.7761  -0.04
C28 0.7400 2.8746 2.8193  -0.11
C29 1.7018 3.5450 3.5596  -0.01
C30 1.3521 4.5651 4.4260  -0.08
C31 0.0226 4.9299 4.5604  -0.08
C32 -0.9524 4.2654 3.8425  0.00
C33 -0.5940 3.2388 2.9754  -0.19
O3 -1.6117 2.6058 2.3175  0.07
C34 -3.6485 1.4674 0.7904  0.06
C35 -4.8452 0.8677 0.4313  -0.17
O4 -5.9172 1.5779 -0.0521  -0.11
C36 -5.7822 2.9657 -0.2282  -0.08
H1 -6.8763 -0.3351 -1.3692  0.10
H2 -7.8236 -1.6240 -0.5857  0.09
H3 -7.7003 -0.0191 0.1781  0.09
H4 -4.0339 -2.3080 1.2209  0.12
H5 -1.9193 -1.2196 1.8897  0.12
H6 -0.6547 -0.5668 0.0315  0.12
H7 4.6687 -2.5288 0.8232  0.09
H8 3.6017 -3.5688 1.7723  0.08
H9 3.4151 -1.8113 1.8536  0.07
H10 3.1449 -5.5028 -1.6146  0.08
H11 4.3137 -4.8624 -0.4462  0.10
H12 2.7172 -5.4242 0.1055  0.10
H13 -0.5944 -4.0929 -2.9349  0.11
H14 -0.7848 -5.1021 -5.1787  0.10
H15 1.2459 -5.5764 -6.4990  0.10
H16 3.4645 -5.0007 -5.5850  0.10
H17 3.6547 -3.9563 -3.3671  0.11
H18 1.8676 1.1503 2.2243  0.14
H19 -0.1057 3.6359 0.2775  0.12
H20 0.7179 4.8466 -1.6876  0.10
H21 3.0148 4.4273 -2.5123  0.10
H22 4.4408 2.7944 -1.3621  0.11
H23 4.1207 1.5703 1.8011  0.08
H24 4.8255 1.1945 0.2284  0.08
H25 3.3976 0.3103 0.7905  0.04
H26 2.7391 3.2679 3.4407  0.12
H27 2.1153 5.0798 4.9898  0.10
H28 -0.2570 5.7302 5.2288  0.10
H29 -1.9956 4.5239 3.9377  0.12
H30 -3.5241 2.5324 0.6848  0.11
H31 -6.7382 3.2999 -0.6296  0.10
H32 -5.5909 3.4772 0.7206  0.10
H33 -4.9872 3.2073 -0.9409  0.10

Forces on the atoms, in the same order (eV/Å):
-0.5 0.1 -0.2
0.4 0.1 0.2
0.1 -0.1 0.1
-0.3 0.1 -0.2
0.0 0.2 0.0
-0.3 0.0 0.0
0.6 -0.4 -0.1
-0.3 0.9 0.7
0.0 -0.7 -0.4
-0.3 0.7 0.5
0.3 -0.8 -0.2
-0.4 0.3 -0.3
-0.1 0.0 -0.1
0.3 0.4 -0.3
-0.1 -0.3 0.2
-0.2 -0.1 0.5
0.1 -0.1 -0.5
0.0 0.1 0.1
0.0 0.0 0.0
0.0 0.0 -0.1
0.0 -0.1 -0.1
-0.1 0.1 0.1
0.1 -0.2 0.1
-0.2 0.2 -0.1
-0.1 0.0 -0.1
0.2 0.0 -0.1
0.0 0.0 -0.1
-0.1 0.1 0.0
0.1 0.0 -0.1
0.0 0.1 -0.1
0.0 0.0 0.0
0.0 0.0 0.0
-0.4 -0.2 0.0
-0.1 0.1 0.1
0.2 0.0 0.0
-0.1 0.0 0.0
-0.1 -0.1 -0.2
0.6 0.3 0.4
-0.2 -0.1 -0.2
0.0 0.0 -0.1
-0.1 0.1 -0.1
0.2 -0.5 0.1
0.0 0.2 0.0
0.0 0.0 0.1
0.0 0.1 0.0
0.0 -0.1 -0.1
0.0 -0.1 0.0
0.1 -0.1 0.0
0.2 -0.1 -0.1
0.1 0.0 0.0
0.0 0.0 0.1
0.0 0.0 0.0
0.1 0.0 0.1
0.0 0.0 0.0
0.0 0.0 0.0
-0.1 0.0 0.1
-0.1 0.0 0.0
0.0 0.0 -0.1
0.1 0.0 0.0
0.1 0.0 0.1
0.0 0.1 0.0
-0.1 0.0 0.1
-0.1 0.1 0.0
0.0 0.0 -0.1
0.1 0.0 0.0
0.1 -0.1 0.1
0.1 0.0 0.0
0.1 0.0 0.1
0.1 0.0 0.0
0.1 0.0 0.0
0.0 0.1 0.1
-0.1 0.0 0.0
-0.1 0.1 0.0
0.1 0.0 0.0
0.0 0.0 0.0
0.0 0.0 0.0

The following is a quantum chemistry calculation of a molecular structure, C36H33N3P2Pt, from the Open Molecules 2025 dataset.

Summary:
Multiplicity: 1
Kohn-Sham gap in eV: 8.722
Electronic energy in Ha: -2357.5700
Total charge: +2
Highest occupied orbital energy in eV: -14.155
Energy relative to the best compared isomer or geometry (same formula, charge and spin) in kcal per mole: 0.0

Each line ends with the Löwdin charge.
Element x y z (Å)
Pt1 0.6967 -0.4682 0.3940  0.85
N1 3.0012 0.3759 2.2860  0.13
C1 3.4654 0.5030 0.9852  -0.30
C2 4.7040 1.0960 0.7412  0.03
C3 5.1677 1.1542 -0.5516  -0.01
C4 4.4066 0.5959 -1.5779  -0.03
C5 3.1876 0.0578 -1.2634  -0.11
N2 2.6986 0.0448 -0.0031  -0.06
C6 2.4073 -0.7790 2.7978  -0.28
C7 2.7038 -1.1341 4.1142  0.02
C8 2.1591 -2.2786 4.6464  -0.01
C9 1.3462 -3.0731 3.8397  -0.02
C10 1.0903 -2.6522 2.5621  -0.11
N3 1.5766 -1.5062 2.0340  -0.05
H1 3.5701 0.8589 2.9641  0.15
H2 5.2947 1.4686 1.5671  0.13
H3 6.1286 1.6040 -0.7621  0.13
H4 4.7538 0.5863 -2.6004  0.12
H5 2.5564 -0.3849 -2.0188  0.10
H6 3.3790 -0.5175 4.6921  0.13
H7 2.3842 -2.5652 5.6646  0.13
H8 0.9144 -3.9968 4.1950  0.12
H9 0.4666 -3.2391 1.9093  0.08
C11 -1.7177 1.7575 0.3125  -0.32
C12 -2.0727 0.6949 1.3796  -0.35
P1 -1.5293 -0.9073 0.7021  0.87
C13 -2.4100 -1.0843 -0.8626  -0.37
C14 -1.8182 -1.8027 -1.8989  -0.12
C15 -2.5078 -2.0137 -3.0820  -0.06
C16 -3.7880 -1.5011 -3.2355  -0.04
C17 -4.3860 -0.7912 -2.2028  -0.04
C18 -3.7044 -0.5891 -1.0130  -0.07
C19 -2.1368 -2.2893 1.6770  -0.36
C20 -1.7688 -3.5790 1.2908  -0.12
C21 -2.3326 -4.6768 1.9165  -0.05
C22 -3.2680 -4.4918 2.9287  -0.04
C23 -3.6497 -3.2125 3.3038  -0.05
C24 -3.0936 -2.1085 2.6719  -0.07
P2 -0.1990 1.3184 -0.6592  0.89
C25 0.9667 2.6669 -0.3543  -0.36
C26 1.7206 3.2137 -1.3883  -0.07
C27 2.6449 4.2138 -1.1137  -0.05
C28 2.8111 4.6737 0.1836  -0.05
C29 2.0586 4.1316 1.2189  -0.06
C30 1.1418 3.1283 0.9528  -0.11
C31 -0.6036 1.4033 -2.4069  -0.37
C32 -0.0293 0.5086 -3.3057  -0.11
C33 -0.2757 0.6309 -4.6640  -0.05
C34 -1.1057 1.6421 -5.1264  -0.04
C35 -1.6922 2.5297 -4.2328  -0.05
C36 -1.4418 2.4150 -2.8748  -0.07
H10 -1.5594 2.7334 0.7694  0.09
H11 -2.5372 1.8597 -0.3986  0.08
H12 -3.1390 0.7242 1.6043  0.09
H13 -1.5281 0.8635 2.3100  0.09
H14 -0.8106 -2.1884 -1.7850  0.09
H15 -2.0467 -2.5734 -3.8848  0.12
H16 -4.3259 -1.6606 -4.1603  0.12
H17 -5.3883 -0.4021 -2.3207  0.12
H18 -4.1952 -0.0521 -0.2105  0.11
H19 -1.0596 -3.7257 0.4807  0.11
H20 -2.0529 -5.6760 1.6110  0.12
H21 -3.7087 -5.3500 3.4175  0.12
H22 -4.3865 -3.0721 4.0827  0.12
H23 -3.4070 -1.1145 2.9653  0.10
H24 1.5785 2.8771 -2.4077  0.11
H25 3.2212 4.6473 -1.9202  0.12
H26 3.5169 5.4677 0.3884  0.12
H27 2.1751 4.5026 2.2286  0.11
H28 0.5668 2.7048 1.7692  0.10
H29 0.5773 -0.3112 -2.9389  0.08
H30 0.1692 -0.0674 -5.3603  0.12
H31 -1.3025 1.7364 -6.1858  0.12
H32 -2.3415 3.3154 -4.5942  0.12
H33 -1.8878 3.1300 -2.1931  0.12

Forces on the atoms, in the same order (eV/Å):
-0.2 -0.2 0.1
-0.2 0.0 0.1
0.0 0.0 -0.1
0.0 0.0 0.0
0.0 0.0 0.0
0.0 0.0 0.0
0.0 0.0 0.0
0.1 0.1 -0.2
0.1 0.0 0.0
0.0 0.0 0.0
0.0 0.0 -0.1
0.1 0.0 0.1
0.0 -0.1 -0.2
0.0 -0.1 0.4
0.0 0.0 0.0
0.0 0.0 0.0
0.0 0.0 0.0
0.0 0.0 0.0
0.0 0.0 0.0
0.0 0.0 0.0
0.0 0.0 0.0
0.0 0.0 0.0
0.0 0.0 0.0
-0.1 -0.1 0.0
-0.1 0.1 -0.2
0.1 0.1 0.0
0.1 -0.1 -0.1
0.0 0.0 0.0
0.0 0.0 0.0
0.0 0.0 0.0
0.0 0.0 0.0
0.0 0.0 0.0
-0.1 0.1 0.1
-0.1 0.0 -0.1
0.0 0.0 0.0
0.0 0.0 0.0
0.0 0.0 0.0
0.1 0.0 0.1
0.1 0.3 0.1
-0.1 0.1 0.0
0.0 0.0 0.0
0.0 0.0 0.0
0.0 0.0 0.0
0.0 0.0 0.0
0.1 0.0 0.0
0.0 -0.1 0.0
0.0 0.0 0.0
0.0 0.0 0.0
0.0 0.0 0.0
0.0 0.0 0.0
0.1 0.1 0.0
0.0 0.0 0.0
0.0 0.0 0.0
0.0 0.0 0.0
0.0 0.0 0.0
0.0 0.0 0.0
0.0 0.0 0.0
0.0 0.0 0.0
0.0 0.0 0.0
0.0 0.0 0.0
-0.1 0.0 0.0
0.0 0.0 0.0
0.0 0.0 0.0
0.0 0.0 0.0
0.0 0.0 0.0
0.0 0.0 0.0
0.0 0.0 0.0
0.0 0.0 0.0
0.0 0.0 0.0
0.0 0.0 0.0
0.0 0.0 0.0
0.0 0.0 0.0
0.0 0.0 0.0
0.0 0.0 0.0
0.0 0.0 0.0

The following is a quantum chemistry calculation of a molecular structure, C36H33N9O3S2Tl in a non-equilibrium geometry, from the Open Molecules 2025 dataset.

Summary:
Multiplicity: 1
Kohn-Sham gap in eV: 4.849
Electronic energy in Ha: -3079.1002
Total charge: -1
Highest occupied orbital energy in eV: -3.930
Energy relative to the best compared isomer or geometry (same formula, charge and spin) in kcal per mole: 0.0

Each line ends with the Löwdin charge.
Element x y z (Å)
Tl1 1.1548 0.1805 -1.0464  0.67
N1 -0.1056 -5.0797 -1.0095  0.03
C1 0.5906 -4.0146 -0.6071  -0.95
S1 1.4196 -3.0008 -1.6810  0.39
N2 0.6778 -4.0236 0.7726  -0.05
N3 1.3401 -2.9747 1.2224  0.03
C2 1.6867 -2.9061 2.4954  -0.23
C3 1.4143 -4.0045 3.4475  -0.17
C4 0.2764 -4.7988 3.4920  -0.03
C5 0.2121 -5.8306 4.4691  -0.10
C6 1.3151 -6.2380 5.1929  -0.13
C7 2.5072 -5.5650 4.9857  -0.10
C8 2.5634 -4.4650 4.1273  -0.06
C9 2.5113 -1.7955 2.8400  -0.23
C10 2.8445 -1.5750 4.1990  -0.04
C11 3.5659 -0.4274 4.4763  -0.10
C12 3.9353 0.4322 3.4463  -0.09
C13 3.5314 0.1260 2.1341  -0.15
N4 2.7464 -0.8954 1.8460  0.11
H1 -0.2194 -5.3145 -2.0060  0.09
H2 -0.5375 -5.6671 -0.2478  0.12
H3 -0.5767 -4.6113 2.8595  0.09
H4 -0.7771 -6.3135 4.5964  0.10
H5 1.2157 -7.0359 5.8988  0.08
H6 3.4123 -5.8668 5.4877  0.09
H7 3.5294 -4.0325 3.9646  0.11
H8 2.5767 -2.2965 4.9625  0.10
H9 3.9318 -0.2465 5.4886  0.10
H10 4.5980 1.2512 3.6773  0.08
H11 3.9161 0.6906 1.3149  0.09
O1 3.7002 4.3766 -1.3528  0.03
C14 2.8230 3.5215 -1.2187  -0.50
N5 2.8475 2.3059 -1.8223  0.05
C15 3.4825 2.1075 -3.0209  -0.45
O2 3.5028 2.8942 -3.9894  0.01
C16 4.4121 0.8945 -3.2201  -0.18
C17 5.6706 1.1879 -3.8679  -0.01
C18 6.6674 0.2348 -3.7923  -0.07
C19 6.3709 -1.0286 -3.1803  -0.07
C20 5.0707 -1.2504 -2.7659  -0.15
N6 4.1239 -0.3055 -2.7313  0.10
C21 1.7371 3.7316 -0.2222  -0.19
C22 1.5710 5.0604 0.2765  0.00
C23 0.6968 5.2231 1.3449  -0.08
C24 0.0662 4.0992 1.8868  -0.06
C25 0.1641 2.8685 1.2033  -0.14
N7 0.9738 2.6968 0.1581  0.02
H12 5.8040 2.1360 -4.3955  0.11
H13 7.6780 0.4738 -4.1146  0.09
H14 7.1129 -1.7879 -3.0221  0.08
H15 4.7681 -2.2229 -2.3414  0.11
H16 2.0636 5.8522 -0.3352  0.13
H17 0.5852 6.2408 1.7215  0.10
H18 -0.5470 4.1664 2.7345  0.07
H19 -0.3829 2.0039 1.5767  0.11
C26 -2.9974 -0.9811 -4.4869  -0.13
C27 -2.4854 0.3839 -4.9343  -0.23
C28 -1.9796 1.3099 -3.8039  -0.18
N8 -3.0239 1.6049 -2.8155  0.03
C29 -3.0990 0.9670 -1.6611  -0.81
S2 -2.0796 -0.2495 -1.0840  0.56
N9 -4.0853 1.3725 -0.8298  0.09
C30 -5.0617 2.3434 -1.0704  -0.34
O3 -5.1324 2.9585 -2.1572  0.04
C31 -6.0627 2.4666 -0.0322  -0.13
C32 -6.0043 1.9434 1.2747  -0.02
C33 -7.0693 2.0472 2.1544  -0.07
C34 -8.3095 2.5755 1.7224  -0.06
C35 -8.3967 3.0331 0.4108  -0.09
C36 -7.3063 3.0221 -0.4109  -0.02
H20 -3.2654 -1.6545 -5.3259  0.07
H21 -3.9221 -0.9173 -3.8752  0.07
H22 -2.2605 -1.4938 -3.8447  0.06
H23 -3.3198 0.9071 -5.4215  0.10
H24 -1.6811 0.1886 -5.6570  0.11
H25 -1.6547 2.2769 -4.1669  0.12
H26 -1.1928 0.8382 -3.1978  0.06
H27 -3.7856 2.3237 -2.9515  0.13
H28 -4.1951 0.9003 0.0783  0.11
H29 -5.0781 1.4996 1.6099  0.11
H30 -6.9347 1.7558 3.1899  0.11
H31 -9.1193 2.6280 2.4352  0.10
H32 -9.3364 3.4510 -0.0024  0.12
H33 -7.3804 3.3177 -1.4551  0.12

Forces on the atoms, in the same order (eV/Å):
0.6 -0.4 0.0
-1.6 -1.8 -0.3
1.1 0.2 1.6
-0.3 -0.1 -0.4
-0.2 0.6 -0.6
0.2 0.0 0.7
-1.6 -1.5 -2.0
1.6 -0.6 -0.7
0.0 -0.4 1.6
-1.1 0.3 -1.1
-0.4 0.6 -0.2
0.3 0.6 -0.4
-0.8 -1.4 0.8
-1.0 1.5 0.6
0.5 0.7 -0.8
0.3 -0.1 0.2
0.1 -0.4 -0.2
0.2 -0.1 1.6
0.8 -0.5 0.6
0.2 0.4 1.2
0.8 1.0 -1.4
0.0 0.2 0.1
0.8 0.1 0.0
0.1 -0.4 0.3
0.1 -0.2 0.1
0.2 0.4 -0.1
0.0 0.3 -0.1
-0.2 0.1 -0.2
0.0 0.2 -0.2
-0.1 0.6 -0.6
-0.6 0.4 0.3
1.4 -1.0 -1.5
-0.2 -0.8 -0.6
0.7 1.5 -0.8
-0.5 -0.8 1.2
0.7 0.3 -0.1
-1.0 -0.5 0.4
-0.4 -0.9 0.8
-0.3 1.5 -0.7
0.0 -0.6 0.5
-0.1 0.7 0.0
-0.8 1.0 0.6
-0.2 -1.2 -1.0
0.6 0.2 -0.4
0.5 -0.5 -1.7
0.3 1.2 0.7
0.4 0.5 0.5
-0.1 -0.3 0.5
-0.2 -0.2 -0.1
0.3 -0.2 -0.1
0.2 0.5 -0.3
-0.3 -0.6 1.1
-0.3 -0.4 0.3
-0.8 0.1 1.0
0.0 0.0 -0.3
-0.4 -0.7 0.8
-0.2 0.1 0.1
-0.4 -0.6 0.6
-0.7 0.4 -0.4
1.7 -1.0 -0.3
-0.5 0.2 -0.1
-2.7 1.5 1.8
1.5 -0.5 -2.3
-0.2 -0.5 1.9
-2.6 0.2 1.5
0.6 0.4 -0.6
-0.8 0.4 -0.3
1.5 -0.3 0.1
-1.4 0.6 0.3
1.4 -0.6 -1.1
0.3 0.5 0.2
0.5 0.2 -0.2
-0.2 0.1 -0.4
0.3 0.0 -0.3
-0.1 0.5 0.1
0.3 0.0 -0.3
0.0 0.1 -0.6
1.1 -0.8 -0.1
0.6 0.1 -1.1
0.0 0.0 0.3
-0.1 -0.2 -0.1
-0.2 0.0 -0.2
0.6 -0.4 0.5
-0.1 0.2 0.3